Record 1
Molecular formula: C13H25Cl3NO4P2Ru
Method: DFT, the ωB97M-V functional and the def2-TZVPD basis

The LUMO energy (alpha / beta) comes out at -3.186 / -6.104 eV. The value obtained for the electronic energy is -3023.858127 hartree. As for the HOMO-LUMO gap (alpha / beta): 0.2249 / 0.2231 Eh. The energy above the lowest of the compared OMol25 structures with the same formula, charge and spin comes out at 0.000 eV.

Structure (ORCA input):
```
! RIJCOSX wB97M-V def2-TZVPD def2/J DEFGRID3
* xyz 1 5
C 0.98 -1.41 -3.48
C 1.03 -1.02 -2.12
N -0.14 -0.98 -1.39
C -1.32 -1.24 -1.97
C -1.40 -1.58 -3.32
C -0.24 -1.67 -4.08
C 2.24 -0.55 -1.51
P 2.19 -0.41 0.26
Ru -0.04 -0.38 0.61
P -2.27 -0.20 0.40
C -2.58 -1.14 -1.14
O 1.98 2.07 -2.42
O -0.50 2.29 -1.78
H 1.92 -1.48 -4.00
H -2.39 -1.74 -3.73
H -0.29 -1.94 -5.13
C 2.89 -1.79 1.19
C 3.16 1.05 0.70
H -3.38 -0.63 -1.69
H -2.95 -2.14 -0.85
H 2.23 1.10 -2.31
H 3.18 -0.76 -2.02
C -3.20 -0.95 1.74
C -2.97 1.43 0.11
H 0.40 1.14 -0.06
H -0.64 3.24 -1.66
H 0.47 2.20 -2.10
H 2.26 2.37 -3.30
H -0.15 -1.85 1.32
H -0.55 1.21 0.40
H 3.95 -1.92 0.93
H 2.77 -1.54 2.26
H 2.32 -2.70 0.96
H 4.21 0.82 0.52
H 2.82 1.88 0.07
H 2.98 1.24 1.77
H -4.01 1.32 -0.21
H -2.90 1.99 1.06
H -2.36 1.93 -0.65
H -4.27 -0.92 1.50
H -2.85 -1.99 1.86
H -2.98 -0.38 2.66
Cl 0.71 2.55 5.29
C -0.17 1.06 4.89
Cl 0.15 -0.21 6.09
Cl -1.92 1.38 4.80
C 0.44 0.53 3.49
O 1.63 0.23 3.45
O -0.45 0.49 2.57
*
```

Record 2
Molecular formula: C21H34N2O
Method: DFT, the ωB97M-V functional and the def2-TZVPD basis

The LUMO energy comes out at 0.808 eV. The value obtained for the electronic energy is -1005.311523 hartree. As for the HOMO-LUMO gap: 0.3309 Eh. The energy above the lowest of the compared OMol25 structures with the same formula, charge and spin comes out at 1.261 eV. The SMILES is CC(C)/C=C/CN1CCN(CCCc2ccccc2)[C@@H](CCO)C1.

Structure (ORCA input):
```
! RIJCOSX wB97M-V def2-TZVPD def2/J DEFGRID3
* xyz 0 1
C -1.17 0.93 -5.36
H -0.15 0.56 -5.33
H -1.80 0.26 -4.78
H -1.51 0.92 -6.39
C -1.23 2.35 -4.78
C -0.75 2.35 -3.36
C 0.34 2.96 -2.94
C 0.83 2.96 -1.52
N 0.33 1.84 -0.74
C 0.95 0.59 -1.14
H 2.04 0.61 -0.93
C 0.31 -0.59 -0.40
N 0.36 -0.44 1.04
C -0.15 0.86 1.43
H -1.22 0.88 1.21
C 0.51 2.03 0.69
H 1.58 2.09 0.96
H 0.03 2.97 0.98
H -0.01 0.99 2.51
C 1.64 -0.80 1.64
H 1.67 -0.35 2.64
C 1.77 -2.31 1.80
H 1.83 -2.79 0.81
H 2.71 -2.52 2.31
C 0.60 -2.92 2.58
C 0.57 -2.40 3.99
C -0.36 -1.44 4.37
C -0.37 -0.94 5.66
C 0.55 -1.39 6.59
C 1.47 -2.36 6.22
C 1.48 -2.85 4.93
H 2.20 -3.61 4.65
H 2.19 -2.72 6.94
H 0.54 -1.00 7.60
H -1.10 -0.19 5.94
H -1.08 -1.08 3.65
H 0.71 -4.01 2.59
H -0.32 -2.66 2.07
H 2.50 -0.42 1.07
C -1.15 -0.79 -0.85
C -1.27 -1.63 -2.12
H -0.56 -1.28 -2.88
O -1.09 -3.01 -1.88
H -0.28 -3.12 -1.36
H -2.28 -1.55 -2.53
H -1.70 -1.28 -0.05
H -1.60 0.19 -1.02
H 0.88 -1.49 -0.65
H 0.82 0.47 -2.22
H 0.48 3.88 -1.03
H 1.94 2.99 -1.51
H 0.95 3.53 -3.62
H -1.35 1.78 -2.67
C -2.66 2.89 -4.84
H -3.33 2.25 -4.26
H -2.71 3.89 -4.44
H -3.02 2.91 -5.87
H -0.58 3.00 -5.38
*
```

Record 3
Molecular formula: C42H114IO41P8
Method: DFT, the ωB97M-V functional and the def2-TZVPD basis

The LUMO energy comes out at 1.812 eV. The value obtained for the electronic energy is -7782.543797 hartree. As for the HOMO-LUMO gap: 0.2705 Eh.

Structure (ORCA input):
```
! RIJCOSX wB97M-V def2-TZVPD def2/J DEFGRID3
* xyz -1 1
I -21.96 -15.79 10.47
C -25.55 -12.87 17.19
O -25.66 -14.23 17.57
C -26.49 -14.99 16.75
C -26.60 -16.48 17.12
O -25.30 -17.00 17.28
C -25.29 -18.37 17.72
C -24.71 -19.19 16.52
O -25.43 -19.33 15.30
C -25.15 -18.26 14.41
H -26.45 -12.30 16.93
H -24.79 -12.81 16.41
H -25.12 -12.28 18.00
H -26.16 -14.86 15.72
H -27.51 -14.62 16.80
H -27.12 -17.04 16.34
H -27.06 -16.50 18.11
H -26.26 -18.76 18.05
H -24.51 -18.56 18.45
H -24.56 -20.22 16.84
H -23.71 -18.79 16.34
H -25.79 -18.47 13.56
H -24.08 -18.17 14.20
H -25.48 -17.29 14.76
C -28.27 -10.03 9.96
O -26.87 -9.75 10.10
C -26.50 -9.75 11.42
C -24.99 -9.93 11.64
O -24.76 -11.33 11.43
C -23.50 -11.87 11.79
C -23.52 -12.29 13.30
O -24.47 -13.28 13.71
C -24.33 -14.53 13.20
H -28.93 -9.61 10.71
H -28.46 -11.09 9.74
H -28.52 -9.70 8.95
H -27.04 -10.50 11.99
H -26.88 -8.78 11.75
H -24.57 -9.73 12.63
H -24.45 -9.35 10.89
H -22.61 -11.26 11.74
H -23.37 -12.79 11.21
H -23.56 -11.39 13.91
H -22.52 -12.66 13.50
H -24.40 -14.53 12.11
H -25.08 -15.08 13.77
H -23.37 -15.00 13.40
C -28.70 -18.64 14.59
O -28.55 -17.23 14.33
C -28.37 -16.84 13.03
C -28.25 -15.35 12.95
O -27.78 -15.14 11.60
C -27.61 -13.77 11.23
C -26.92 -13.63 9.86
O -27.75 -14.24 8.85
C -27.15 -14.24 7.55
H -29.63 -18.97 14.13
H -28.72 -18.79 15.67
H -27.97 -19.37 14.23
H -29.27 -17.19 12.52
H -27.51 -17.26 12.51
H -27.54 -15.02 13.71
H -29.22 -14.88 13.14
H -26.92 -13.33 11.95
H -28.60 -13.34 11.35
H -25.94 -14.10 9.94
H -26.74 -12.62 9.49
H -26.11 -14.55 7.52
H -27.18 -13.23 7.14
H -27.68 -14.93 6.88
C -23.52 -19.67 11.28
O -24.64 -20.57 11.27
P -24.72 -21.90 10.41
O -24.70 -21.84 8.92
O -23.63 -23.01 11.07
C -22.27 -22.80 10.82
O -26.20 -22.42 10.82
C -26.53 -22.52 12.18
H -22.63 -19.96 10.71
H -23.19 -19.43 12.29
H -23.87 -18.76 10.79
H -21.99 -21.83 10.42
H -21.86 -23.51 10.11
H -21.78 -22.90 11.79
H -25.71 -22.71 12.87
H -27.11 -23.41 12.41
H -27.05 -21.60 12.44
C -14.66 -18.74 14.40
O -15.84 -18.31 13.71
P -15.79 -17.65 12.21
O -14.64 -18.01 11.34
O -17.30 -18.03 11.61
C -17.76 -17.32 10.47
O -15.91 -16.03 12.51
C -15.54 -15.12 11.39
H -14.74 -18.77 15.48
H -13.76 -18.15 14.20
H -14.39 -19.77 14.17
H -18.33 -16.45 10.78
H -18.40 -17.91 9.81
H -16.93 -17.00 9.83
H -15.35 -15.57 10.42
H -14.70 -14.48 11.67
H -16.35 -14.42 11.18
C -17.49 -16.17 15.63
O -18.89 -16.21 15.69
P -19.78 -14.97 16.12
O -19.46 -14.52 17.51
O -19.58 -13.86 14.93
C -19.52 -14.29 13.59
O -21.28 -15.46 15.89
C -22.35 -14.69 16.42
H -17.01 -16.98 16.19
H -17.15 -15.22 16.05
H -17.17 -16.23 14.59
H -20.02 -13.58 12.93
H -20.01 -15.26 13.49
H -18.48 -14.40 13.29
H -22.07 -14.16 17.34
H -23.23 -15.26 16.69
H -22.83 -13.93 15.80
C -27.94 -18.10 5.76
O -27.47 -18.55 7.08
P -25.85 -18.53 7.43
O -25.06 -19.75 7.03
O -25.36 -17.13 6.76
C -24.01 -16.77 6.93
O -25.84 -18.38 9.09
C -26.35 -17.20 9.73
H -27.11 -17.72 5.17
H -28.65 -17.28 5.87
H -28.51 -18.84 5.21
H -23.64 -17.26 7.83
H -23.85 -15.71 7.10
H -23.34 -17.05 6.12
H -26.70 -16.45 9.03
H -25.58 -16.83 10.41
H -27.22 -17.36 10.37
C -21.20 -18.42 15.30
O -20.41 -19.61 15.31
P -20.99 -20.85 14.42
O -20.21 -22.11 14.49
O -22.54 -20.96 14.82
C -23.45 -21.76 14.13
O -21.00 -20.23 12.88
C -19.85 -19.68 12.32
H -22.22 -18.44 14.92
H -20.68 -17.63 14.76
H -21.32 -17.99 16.30
H -24.33 -21.21 13.79
H -23.88 -22.48 14.83
H -23.01 -22.39 13.35
H -20.05 -18.69 11.92
H -19.63 -20.30 11.45
H -18.94 -19.61 12.92
C -15.42 -16.47 4.87
O -16.63 -17.07 5.25
P -17.41 -16.77 6.68
O -16.73 -15.67 7.44
O -19.05 -16.49 6.30
C -20.06 -16.39 7.27
O -17.44 -18.23 7.41
C -18.27 -19.38 6.98
H -15.16 -15.69 5.58
H -15.45 -16.12 3.84
H -14.62 -17.20 4.86
H -19.74 -16.63 8.29
H -20.88 -17.07 7.04
H -20.56 -15.42 7.27
H -17.72 -20.32 6.89
H -18.59 -19.09 5.98
H -19.14 -19.55 7.61
C -25.18 -13.81 4.83
O -24.31 -13.31 5.82
P -22.83 -12.79 5.35
O -21.82 -13.84 5.03
O -23.20 -11.80 4.11
C -23.87 -10.63 4.26
O -22.29 -11.85 6.54
C -22.35 -12.27 7.88
H -26.11 -13.26 4.89
H -25.41 -14.84 5.12
H -24.82 -13.69 3.81
H -24.60 -10.37 3.49
H -23.09 -9.88 4.33
H -24.41 -10.61 5.20
H -22.26 -13.35 7.99
H -23.39 -12.13 8.20
H -21.73 -11.78 8.62
C -17.18 -11.50 13.19
O -17.54 -12.16 11.95
P -17.76 -11.26 10.62
O -16.66 -10.33 10.30
O -18.06 -12.38 9.47
C -19.09 -13.31 9.63
O -19.18 -10.51 10.91
C -19.70 -9.53 10.03
H -16.26 -11.97 13.54
H -17.99 -11.75 13.88
H -17.18 -10.41 13.10
H -18.74 -14.27 10.00
H -19.61 -13.50 8.69
H -19.97 -12.94 10.17
H -18.93 -9.18 9.35
H -19.96 -8.67 10.64
H -20.56 -9.82 9.43
*
```

Record 4
Molecular formula: C6H9Cl2O2P
Method: DFT, the ωB97M-V functional and the def2-TZVPD basis

The LUMO energy comes out at 0.525 eV. The value obtained for the electronic energy is -1646.230329 hartree. As for the HOMO-LUMO gap: 0.3485 Eh. The energy above the lowest of the compared OMol25 structures with the same formula, charge and spin comes out at 0.702 eV. The SMILES is C=C[P@@]1(=O)OC(Cl)=C[C@@H]1C.Cl.

Structure (ORCA input):
```
! RIJCOSX wB97M-V def2-TZVPD def2/J DEFGRID3
* xyz 0 1
C 0.80 2.53 1.01
C 0.66 1.89 -0.11
C 0.63 -0.99 -2.23
C 0.12 -1.99 1.19
C 1.14 -1.69 -1.19
C 0.88 -1.15 0.15
O -0.21 0.01 -1.94
O -1.46 0.31 0.39
P -0.16 0.34 -0.28
Cl 0.75 -1.30 -3.82
Cl -4.90 1.95 1.11
H 1.17 3.56 1.23
H 0.49 1.98 1.96
H 0.91 2.41 -1.01
H 0.77 -2.43 2.00
H -0.36 -2.89 0.73
H -0.74 -1.38 1.52
H -4.25 2.05 0.08
H 1.89 -2.40 -1.38
H 1.87 -0.80 0.60
*
```

Record 5
Molecular formula: C6H34Fe2O20
Method: DFT, the ωB97M-V functional and the def2-TZVPD basis

The LUMO energy (alpha / beta) comes out at -7.497 / -8.315 eV. The value obtained for the electronic energy is -4280.555097 hartree. As for the HOMO-LUMO gap (alpha / beta): 0.1931 / 0.2259 Eh.

Structure (ORCA input):
```
! RIJCOSX wB97M-V def2-TZVPD def2/J DEFGRID3
* xyz 2 9
Fe -28.76 -2.16 -25.55
Fe -29.54 -0.48 -33.89
C -30.50 0.74 -29.96
C -29.87 0.35 -31.18
C -28.85 -0.77 -31.22
O -28.40 -1.24 -32.33
C -28.50 -1.36 -29.91
C -29.25 -1.12 -28.81
C -30.24 0.06 -28.82
O -30.72 0.57 -27.71
O -28.85 -1.78 -27.73
O -30.15 0.80 -32.32
H -31.13 1.62 -30.02
H -27.77 -2.15 -29.88
O -28.20 1.35 -34.14
H -28.44 2.10 -34.69
H -27.42 1.63 -33.65
O -34.17 0.56 -28.33
H -33.26 0.81 -28.14
H -34.31 -0.23 -27.81
O -28.32 3.21 -30.60
H -28.70 3.83 -29.97
H -29.05 2.64 -30.85
O -27.75 -4.00 -26.00
H -27.02 -4.49 -25.60
H -27.71 -4.21 -26.95
O -25.76 -0.19 -29.53
H -26.49 -0.19 -30.16
H -25.01 0.13 -30.04
O -27.54 -4.54 -33.26
H -27.34 -4.78 -34.16
H -27.98 -3.68 -33.33
O -32.52 -0.42 -24.92
H -32.25 -0.27 -24.01
H -31.87 0.05 -25.45
O -30.92 2.66 -25.01
H -31.29 3.54 -25.07
H -30.48 2.52 -25.85
O -25.14 -2.21 -32.71
H -25.30 -2.73 -31.92
H -25.99 -1.81 -32.92
O -29.55 3.24 -27.52
H -30.27 3.77 -27.89
H -29.79 2.33 -27.69
O -31.09 -1.76 -33.14
H -31.88 -1.63 -32.61
H -31.10 -2.70 -33.37
O -30.89 0.47 -35.05
H -30.43 0.72 -35.86
H -31.80 0.76 -35.19
O -31.51 3.92 -31.73
H -31.39 2.97 -31.77
H -32.31 4.08 -32.23
O -28.31 -4.61 -28.58
H -28.45 -3.66 -28.69
H -29.19 -4.99 -28.54
O -31.44 4.71 -29.03
H -31.08 5.60 -28.96
H -31.24 4.44 -29.94
O -30.67 -2.92 -25.79
H -31.23 -2.77 -26.56
H -30.99 -3.74 -25.40
*
```

Record 6
Molecular formula: C17H23N3O2S2
Method: DFT, the ωB97M-V functional and the def2-TZVPD basis

The LUMO energy comes out at 0.462 eV. The value obtained for the electronic energy is -1772.719656 hartree. As for the HOMO-LUMO gap: 0.3003 Eh. The energy above the lowest of the compared OMol25 structures with the same formula, charge and spin comes out at 0.593 eV. The SMILES is CNC(=O)[C@@H]1CCCN1C(C)=O.NCc1ccc(-c2cccs2)s1.

Structure (ORCA input):
```
! RIJCOSX wB97M-V def2-TZVPD def2/J DEFGRID3
* xyz 0 1
O -5.99 0.35 -0.91
O -2.55 1.56 0.14
S 1.90 1.04 -0.21
S 5.45 1.53 2.50
C -5.69 -0.80 -1.20
C -2.93 0.72 -0.67
C 0.59 0.45 0.81
C 1.01 0.17 2.09
C 2.42 0.46 2.28
C 5.10 1.69 -0.07
C 6.48 2.09 0.18
C 3.03 0.94 1.14
C 4.43 1.36 1.08
C 6.80 2.07 1.51
N -2.82 1.00 -1.97
N 8.43 1.57 3.23
N -4.48 -1.33 -0.93
C -6.72 -1.66 -1.91
C -3.07 0.16 -3.14
C 8.14 2.44 2.08
C -4.07 -2.71 -1.14
C -3.02 -2.99 -0.08
C -2.33 -1.64 0.07
C -3.47 -0.63 -0.13
H -0.43 0.35 0.47
H 0.35 -0.19 2.87
H 2.93 0.32 3.23
H 4.66 1.66 -1.06
H 7.17 2.39 -0.61
H -2.50 1.94 -2.14
H 8.46 0.60 2.93
H 7.72 1.70 3.95
H -7.58 -1.04 -2.16
H -6.29 -2.07 -2.83
H -7.04 -2.46 -1.25
H -2.63 -0.82 -3.00
H -4.14 0.07 -3.32
H -2.62 0.63 -4.02
H 8.92 2.34 1.32
H 8.12 3.49 2.40
H -3.64 -2.81 -2.14
H -4.91 -3.40 -1.03
H -3.51 -3.26 0.86
H -2.33 -3.77 -0.39
H -1.59 -1.53 -0.72
H -1.86 -1.54 1.05
H -3.91 -0.43 0.85
*
```

Record 7
Molecular formula: C5H6N2O4
Method: DFT, the ωB97M-V functional and the def2-TZVPD basis

The LUMO energy comes out at 0.163 eV. The value obtained for the electronic energy is -604.402977 hartree. As for the HOMO-LUMO gap: 0.3615 Eh. The energy above the lowest of the compared OMol25 structures with the same formula, charge and spin comes out at 5.990 eV. The SMILES is COc1onc(C)c1[N+](=O)[O-].

Structure (ORCA input):
```
! RIJCOSX wB97M-V def2-TZVPD def2/J DEFGRID3
* xyz 0 1
C 0.75 0.59 -0.58
C -0.27 -0.01 -1.44
C 0.39 0.08 0.70
C -0.35 0.29 -2.88
C 0.49 -0.14 3.09
N -1.17 -0.60 -0.71
N 1.92 1.35 -0.96
O 2.62 1.69 -0.04
O 2.17 1.56 -2.13
O -0.70 -0.63 0.60
O 1.09 0.08 1.76
H 0.74 0.14 -3.35
H -1.20 -0.18 -3.23
H -0.46 1.31 -3.14
H -0.25 0.52 3.40
H 1.18 0.04 3.83
H 0.14 -1.22 3.05
*
```